Record 1
{
  "formula": "C3H5NO3",
  "method": "wB97M-V/def2-TZVPD",
  "species": ["C", "O", "C", "N", "C", "H", "O", "O", "H", "H", "H", "H"],
  "coordinates": [[0.87887, 1.07431, -0.65912], [2.02360, 1.19172, -1.03575], [0.47367, 0.46384, 0.63832], [-0.08104, -0.90557, 0.49073], [-1.36414, -1.17332, 0.75537], [-0.36848, 1.26306, 1.07709], [-1.62818, -2.29716, 1.13083], [-0.24481, 1.43307, -1.25676], [0.56337, -1.68560, 0.59811], [-1.99596, -0.33949, 0.58280], [-0.15794, 1.94836, -2.10721], [1.39102, 0.34267, 1.30002]],
  "spin_multiplicity": 1,
  "relative_energy_kj_mol": 136.3,
  "smiles": "O=CNCC(=O)O",
  "largest_force_ev_per_a": 3.42,
  "energy_ha": -397.78479
}



Record 2
{
  "formula": "C32H31GeN3O3PdS",
  "method": "wB97M-V/def2-TZVPD",
  "species": ["C", "H", "H", "C", "H", "S", "H", "C", "C", "C", "C", "C", "H", "O", "C", "H", "H", "C", "H", "H", "C", "H", "H", "C", "C", "C", "C", "C", "C", "C", "C", "Pd", "H", "C", "H", "C", "H", "Ge", "C", "H", "N", "H", "O", "C", "H", "H", "C", "C", "H", "H", "C", "C", "H", "H", "C", "H", "N", "C", "H", "O", "N", "H", "H", "C", "H", "C", "C", "H", "H", "H", "C", "H"],
  "coordinates": [[2.47286, 1.61937, -1.08986], [1.62217, -4.48985, 1.69040], [3.47354, 5.39277, 1.02236], [-3.20234, -5.95321, -5.30847], [-0.93265, -0.76920, -4.69257], [-1.22079, -3.91365, -2.41299], [1.52442, 2.14049, 5.67709], [0.18704, 5.08000, 0.28138], [-0.55703, 3.54690, 4.95176], [2.17235, 3.86200, 1.77847], [4.48299, 0.59575, 5.12631], [2.29554, 1.60327, 5.13632], [-0.59398, 5.54447, -0.31051], [-1.53544, -2.53980, -2.08493], [-3.06159, -3.33982, -4.41651], [-1.81229, -6.39218, -3.72288], [3.62447, 1.59492, 6.82433], [-0.42842, 0.48855, 1.54946], [-1.10173, 3.53919, 1.03038], [-5.86230, -4.99297, -6.97056], [-2.38904, -5.63105, -4.23289], [5.40922, 0.34992, 5.63424], [-4.47729, -4.84783, -8.04724], [0.87148, -0.57028, -3.57670], [4.27653, 0.19858, 3.81112], [1.88115, 0.56449, -1.96413], [-0.09896, 3.95222, 1.03986], [-1.44212, 4.00144, 5.92258], [-0.79922, 2.37428, 4.23475], [0.10984, -1.08816, -4.75161], [1.47252, 5.60690, 0.27331], [0.53392, -0.94365, 0.74043], [0.33651, 4.12810, 4.74031], [-2.59903, 3.28234, 6.19715], [1.85689, 1.74497, -0.19899], [2.46468, 4.99401, 1.02642], [5.03931, -0.36780, 3.28826], [0.41240, 1.66962, 2.78976], [3.48322, 1.29430, 5.79110], [0.12020, -2.17760, -4.75764], [1.78687, -0.69101, -1.53976], [2.96439, 3.38707, 2.34913], [0.11810, -4.06187, -3.00288], [-4.83424, -5.32506, -7.13120], [-3.00181, -2.32672, -4.03893], [-3.25896, -6.98214, -5.65037], [1.14445, -2.62290, 1.37462], [0.88862, 3.31966, 1.80101], [1.70055, 6.48512, -0.32044], [-2.19832, 0.79104, 3.92706], [-2.31089, -4.31785, -3.78581], [-1.97625, 1.67974, 4.51098], [-4.46363, -2.89563, -5.97855], [0.53257, -0.71625, -5.68678], [-3.87585, -3.66868, -5.49299], [-1.23146, 4.91900, 6.46224], [1.53405, -3.54778, 2.04351], [1.32604, 0.69625, -3.25096], [1.24530, 1.59389, -3.84280], [-1.52188, -4.91237, -1.40569], [1.18996, -1.35742, -2.54358], [2.90213, 0.15380, 2.15452], [-3.29323, 3.63151, 6.95376], [2.07838, 1.22480, 3.81064], [-4.85119, -6.40241, -7.30065], [-3.95562, -4.97689, -5.95646], [-2.86502, 2.11997, 5.48507], [3.47451, 1.33844, -0.75774], [0.90029, -2.32768, -2.44379], [2.53149, 2.57471, -1.61355], [3.08434, 0.50583, 3.16797], [-3.77272, 1.56004, 5.68337]],
  "spin_multiplicity": 1,
  "relative_energy_kj_mol": 4.8,
  "largest_force_ev_per_a": 0.56,
  "total_charge": -2,
  "energy_ha": -4230.86522
}



Record 3
{
  "formula": "C26H48O2P2Re",
  "method": "wB97M-V/def2-TZVPD",
  "species": ["H", "H", "C", "H", "C", "H", "H", "H", "H", "P", "C", "C", "C", "H", "H", "C", "H", "H", "C", "H", "H", "H", "C", "C", "C", "C", "H", "C", "H", "H", "C", "H", "H", "H", "C", "C", "C", "H", "C", "O", "H", "H", "H", "C", "H", "C", "H", "H", "H", "H", "C", "H", "Re", "H", "H", "H", "H", "H", "C", "H", "H", "H", "H", "H", "H", "P", "H", "O", "H", "C", "C", "H", "H", "H", "C", "H", "C", "C", "H"],
  "coordinates": [[-1.35444, 1.62950, 2.67379], [-2.19487, 1.00329, -3.95192], [-2.59797, 0.36966, 0.17761], [-4.07300, -1.43798, -1.25090], [-1.58511, 2.21867, 1.75620], [-1.56188, -4.42902, 1.68511], [0.80178, 0.82466, -4.86498], [-0.81449, 3.00041, 1.67534], [0.01221, -4.21197, -2.66623], [-0.98357, -3.51175, -0.55091], [-1.30133, 2.29459, 5.07813], [2.54962, -1.28468, 0.43830], [-1.74132, 1.47208, 0.47379], [-0.27559, 3.54079, -1.92778], [-0.01613, -5.58572, -1.51214], [-1.60760, 1.59521, -3.24853], [2.56515, 0.74230, -5.14568], [2.25665, 1.95858, -0.34978], [3.16762, -0.01349, -0.05273], [3.01340, -1.54500, 1.37592], [-2.50658, 2.76065, 2.05891], [1.17794, -4.27269, -1.33884], [-3.40246, -0.88721, -1.92933], [0.14537, -4.50416, -1.62073], [1.00638, -0.49107, 3.01968], [-2.61235, -4.13666, -1.13045], [0.56634, 3.12924, -0.42046], [-0.99195, 2.07719, 6.53340], [-3.40319, -3.64138, -0.55458], [-4.22153, -0.37791, 1.44825], [-2.77679, 0.28564, -1.25811], [1.23388, -1.17581, 3.86505], [2.99196, -0.07281, -1.14417], [-2.75611, -3.88548, -2.18683], [-0.78745, -4.63475, 0.93545], [2.08685, 1.50777, 1.69848], [-1.96593, 1.33365, -1.83369], [3.03292, 3.02389, -3.96184], [1.74890, 0.44577, -4.47869], [-1.00330, 1.32862, 4.26863], [2.60706, 3.42178, -2.25957], [-2.96068, -1.54657, 1.14229], [1.87713, 1.29713, 3.70924], [2.27824, 2.89683, -3.16985], [4.26981, -0.05663, 0.03833], [3.96133, 0.81973, -2.92475], [1.69850, -0.64512, -4.41581], [-1.68194, 2.66073, -3.47081], [4.21086, -0.24798, -2.98102], [-2.64505, -0.17701, 2.24424], [-3.13379, -0.47327, 1.29637], [-0.93699, 4.04009, -0.36749], [-0.77127, -0.06417, -0.81972], [1.51317, 2.42394, 1.91934], [-0.83816, -5.69585, 0.63905], [0.63405, -2.07840, -0.10097], [-2.62016, -1.59332, -2.22365], [4.33429, 1.32309, -3.82732], [-0.42630, 3.22123, -0.88838], [1.31792, 3.31427, -3.49977], [-3.90822, -0.59858, -2.84974], [2.83050, -2.06947, -0.27323], [-0.32712, 2.87974, 6.85706], [-0.54557, 1.10638, 6.74516], [-2.70551, -5.22259, -1.00093], [2.10300, 1.07999, -2.79650], [-0.55825, 1.37714, -3.46805], [-1.80266, 3.40461, 4.80062], [-1.91374, 2.17035, 7.11017], [-1.29491, 2.00804, -0.76092], [0.48512, -1.26190, 1.88091], [0.16550, 0.05731, 3.48931], [0.18490, -4.44670, 1.40789], [4.47673, 1.23439, -2.04765], [2.55350, 1.26672, 0.45394], [3.09620, 0.15810, 3.09676], [2.11463, 0.60041, 2.88663], [1.04925, -1.32410, 0.62181], [-0.51338, -1.70293, 2.02427]],
  "spin_multiplicity": 4,
  "relative_energy_kj_mol": 471.6,
  "largest_force_ev_per_a": 5.22,
  "total_charge": 2,
  "energy_ha": -1930.13408
}



Record 4
{
  "formula": "C24H19BrN5O2PdS2",
  "method": "wB97M-V/def2-TZVPD",
  "species": ["H", "C", "H", "H", "H", "H", "Pd", "C", "C", "N", "C", "C", "H", "Br", "H", "H", "H", "C", "H", "C", "H", "H", "N", "C", "C", "H", "S", "C", "N", "C", "N", "C", "C", "C", "C", "C", "H", "H", "N", "C", "H", "C", "C", "H", "C", "O", "H", "C", "H", "S", "C", "C", "C", "O"],
  "coordinates": [[-3.35812, -2.72709, -0.76602], [4.58628, 0.17933, 2.05297], [5.71654, -0.44045, 0.33642], [-1.76422, -2.09090, 1.32556], [-1.60697, -1.70982, 3.76989], [-3.52175, 1.59057, 0.71908], [-1.63125, -0.10499, -1.17064], [-2.29587, 0.56347, 5.03109], [-0.82947, -3.78888, -3.40891], [-1.83403, -2.15620, -2.03678], [-1.85332, 3.42594, -2.07270], [-2.63264, -3.07292, -1.49043], [-1.20715, 5.11736, -3.22784], [0.42882, -4.22433, -4.73230], [-3.43051, 2.12215, 3.14861], [-1.57821, -5.78969, -3.19635], [-2.90273, 3.52926, -2.31968], [-2.56019, -4.39631, -1.87816], [3.75370, -0.54561, -1.17277], [-2.00914, -0.94587, 3.11976], [-3.21006, -5.12984, -1.42328], [3.19357, 0.78317, 3.56875], [-1.52577, 2.42461, -1.27064], [3.64533, -0.25570, -0.13573], [0.42670, 4.16104, -2.19319], [1.18299, 4.82714, -2.58556], [-3.61240, 0.63389, -3.92686], [-1.64774, -4.76562, -2.85597], [-2.14495, 0.80349, 6.14294], [-3.02502, 1.19428, 2.77074], [-2.60641, -0.24726, 0.91951], [-0.90337, 4.31727, -2.56796], [-2.10844, -1.16156, 1.75882], [0.78039, 3.13364, -1.34231], [-3.07457, 0.90132, 1.42338], [-2.44861, 0.26857, 3.63622], [6.60756, 0.75458, 2.49222], [5.54125, 0.70477, 3.90730], [-0.06582, 1.16988, -0.10888], [2.39066, 0.06230, 0.37020], [6.13052, -0.78449, 3.16590], [-0.94152, -2.48070, -2.97434], [4.73239, -0.19156, 0.71148], [1.22290, 0.70657, 2.05880], [2.21167, 0.44805, 1.70047], [0.17687, -1.23862, -0.10446], [1.80401, 2.97652, -1.03022], [-0.22909, 2.26916, -0.90428], [-0.32693, -1.68966, -3.38187], [0.93900, -0.07100, -0.56713], [3.31162, 0.49924, 2.53158], [-2.75560, 0.22128, -2.77568], [5.77514, 0.22761, 2.95885], [1.08399, -0.00737, -1.99962]],
  "spin_multiplicity": 2,
  "relative_energy_kj_mol": 304.8,
  "largest_force_ev_per_a": 5.39,
  "total_charge": 2,
  "energy_ha": -4847.77219
}



Record 5
{
  "formula": "C9H14",
  "method": "wB97M-V/def2-TZVPD",
  "species": ["H", "H", "H", "H", "H", "H", "C", "C", "H", "H", "C", "H", "C", "H", "C", "H", "H", "C", "H", "C", "C", "C", "H"],
  "coordinates": [[2.19745, -0.51946, -2.87958], [-2.62339, -1.97859, 0.07173], [0.17271, -0.42242, -4.21513], [-3.38533, -1.16895, -1.25737], [2.09067, -1.11180, -0.47552], [-2.84948, -0.23551, 0.12698], [0.09575, -0.54441, -3.14574], [-1.23844, -0.92033, -1.18105], [0.32110, 2.96307, 2.63155], [0.54264, 1.73265, 1.41036], [1.31039, 1.10626, 3.31729], [1.93495, 2.65595, 1.94557], [-0.06954, -1.08286, -0.42506], [-0.28183, -1.25461, 0.62457], [-2.58465, -1.07363, -0.52810], [-2.05303, -0.53093, -3.11125], [1.10945, 1.42689, 4.34452], [1.00837, 2.18787, 2.28082], [2.34767, 0.79189, 3.25400], [1.24404, -0.65500, -2.37665], [-1.14476, -0.66643, -2.53945], [1.17136, -0.93229, -1.01703], [0.68391, 0.23265, 3.14455]],
  "spin_multiplicity": 1,
  "relative_energy_kj_mol": 24.5,
  "smiles": "Cc1ccccc1.CC",
  "largest_force_ev_per_a": 1.10,
  "energy_ha": -351.32086
}



Record 6
{
  "formula": "C4H13N4O",
  "method": "wB97M-V/def2-TZVPD",
  "species": ["H", "H", "H", "H", "C", "H", "H", "H", "N", "N", "N", "H", "H", "H", "H", "H", "N", "C", "C", "O", "C", "H"],
  "coordinates": [[-0.29526, -0.75785, 1.34675], [0.79774, -1.05728, -1.90694], [1.22402, 3.44502, -0.70542], [0.08476, 3.87825, -2.08592], [0.19646, 3.60900, -0.97412], [1.90924, -2.30784, 1.80546], [0.75042, -1.75416, 3.13275], [-2.60603, 1.94390, -0.09928], [-1.97911, 2.74011, -0.21944], [0.83943, -1.13674, -0.88249], [-0.00871, -1.78669, 1.19388], [0.99913, -0.21793, -0.46461], [-0.13845, 4.65140, -0.84480], [0.54519, -3.41157, 2.46259], [0.35467, -3.55218, -1.64331], [-0.41750, -3.91496, -0.11745], [0.09499, -3.27664, -0.70688], [0.27856, -2.07482, -0.17425], [0.91705, -2.41255, 2.23717], [-0.33562, 1.29302, -0.59133], [-0.73734, 2.45869, -0.66880], [-2.47363, 3.64183, -0.09357]],
  "spin_multiplicity": 2,
  "relative_energy_kj_mol": 200.2,
  "largest_force_ev_per_a": 3.50,
  "total_charge": 2,
  "energy_ha": -453.75595
}



Record 7
{
  "formula": "C6H15NO",
  "method": "wB97M-V/def2-TZVPD",
  "species": ["C", "H", "H", "H", "H", "C", "C", "H", "H", "H", "C", "C", "H", "H", "C", "O", "H", "H", "H", "H", "N", "H", "H"],
  "coordinates": [[1.35728, -1.30183, -0.04288], [0.39294, -0.88822, 2.75693], [1.22458, -1.42040, -1.11622], [2.49054, 0.95955, -1.81667], [2.17843, -0.60880, 0.11273], [-2.21356, 0.79168, 0.20413], [1.49996, 1.43323, -1.91044], [-1.83140, 1.35881, 1.06065], [-0.51680, 0.50956, 2.29338], [1.67711, 2.46899, -2.23676], [0.09690, -0.83016, 0.61699], [0.26035, -0.17189, 1.94332], [-1.07484, -2.19581, -0.62666], [-3.10306, 0.24486, 0.53303], [-1.15840, -1.43329, 0.14421], [0.80466, 1.38411, -0.70633], [-0.20067, 0.84488, -0.78212], [-2.51976, 1.51083, -0.55792], [1.60892, -2.28101, 0.38304], [0.97717, 0.91041, -2.72470], [-1.20813, -0.07606, -0.38018], [1.15594, 0.45851, 1.94317], [-1.89817, -1.66795, 0.90933]],
  "spin_multiplicity": 1,
  "relative_energy_kj_mol": 379.9,
  "smiles": "CN1CC1(C)C.CO",
  "largest_force_ev_per_a": 3.34,
  "energy_ha": -367.48658
}



Record 8
{
  "formula": "C5H8ClN3O2",
  "method": "wB97M-V/def2-TZVPD",
  "species": ["H", "N", "C", "H", "H", "H", "Cl", "H", "H", "H", "N", "C", "N", "C", "O", "O", "C", "H", "C"],
  "coordinates": [[-1.49214, -1.18461, -2.77217], [-0.07697, 0.05910, 0.34755], [-0.00814, -0.90686, 2.88834], [-0.95121, -0.33133, 3.01796], [-0.29821, -1.80477, 2.28341], [-2.60640, 0.33579, -3.11104], [1.84126, 0.80730, -3.32401], [-0.92870, 0.57980, -3.45979], [3.16568, 1.68563, -1.14124], [2.89826, 1.13097, 1.23849], [-0.18961, -0.19086, -0.88036], [2.34084, 0.95811, -0.82850], [1.66876, 0.34823, -1.73239], [-1.56007, -0.03986, -2.75269], [-1.34284, 0.45318, -1.46291], [1.05432, -0.12322, 2.34029], [2.13956, 0.71997, 0.49946], [0.34326, -1.03586, 3.88664], [1.00938, 0.17666, 1.04925]],
  "spin_multiplicity": 1,
  "relative_energy_kj_mol": 328.6,
  "smiles": "CO/N=N/C(=C\\C=N\\Cl)OC",
  "largest_force_ev_per_a": 3.86,
  "energy_ha": -970.03332
}